1.
This record from the OMol25 dataset describes the ion C9H9NO3P with charge -1 at a distorted geometry. The level of theory is wB97M-V/def2-TZVPD.

- charge = -1
- SMILES = [O-][P@@H]1=NCOC(O)=C1c1ccccc1
- total energy (eV) = -26399.9326

Structure (XYZ):
```
23
C9H9NO3P | the OMol25 dataset | wB97M-V/def2-TZVPD
P -2.2435 1.2268 -0.4780
O -1.7027 2.5811 -0.3970
O -3.0562 -1.3758 -0.2233
O -1.1123 -2.3337 0.4905
N -3.4249 0.8735 0.5967
C -1.6785 -1.2379 -0.1281
C -1.0481 -0.1149 -0.3376
C 1.2115 -1.0101 -0.5356
C -3.7424 -0.4542 0.5941
C 2.8246 0.1214 0.7938
C 2.5590 -0.7970 -0.2322
C 1.9165 1.0429 1.2831
C 0.3459 -0.0245 -0.1067
C 0.6132 1.0209 0.8579
H -3.7118 -0.9518 1.6347
H -0.2461 -1.9627 0.6862
H 3.9210 0.3324 0.8910
H -4.7162 -0.7095 0.2098
H 1.0754 -1.7746 -1.3770
H -2.5941 0.9918 -1.7756
H 3.3615 -1.4250 -0.7556
H -0.1065 1.7052 1.2662
H 2.3971 1.7051 1.9858
```

Partial atomic charges computed with the Mulliken method, in multiples of e:
1. P 0.4960
2. O -0.7361
3. O -0.3857
4. O -0.5789
5. N -0.5067
6. C 0.2364
7. C 0.5513
8. C -0.4340
9. C -0.4303
10. C -0.5650
11. C -0.3641
12. C -0.5901
13. C 0.4782
14. C -0.5629
15. H 0.2562
16. H 0.4644
17. H 0.2385
18. H 0.2132
19. H 0.2340
20. H -0.0728
21. H 0.2851
22. H 0.4135
23. H 0.3597



2.
This record from the OMol25 dataset describes a cluster of 2 separate species, C3H5BrSi in total at a distorted geometry. The level of theory is wB97M-V/def2-TZVPD.

- total energy (eV) = -81106.6865

Structure (XYZ):
```
10
C3H5BrSi | the OMol25 dataset | wB97M-V/def2-TZVPD
Br -3.4048 0.0868 -0.0059
Si 0.0468 1.1409 -0.2024
C -0.3939 -0.4547 0.8404
C -0.4538 -1.7197 0.3065
C -0.4923 -2.6812 -0.4720
H 1.4344 0.7282 -0.5324
H -0.9360 -0.5031 1.7635
H -0.9089 1.0857 -1.3269
H 0.3062 2.4466 0.4885
H -0.7841 -3.5795 -0.7880
```

Partial atomic charges computed with the Mulliken method, in multiples of e:
1. Br -0.4799
2. Si 0.4384
3. C -0.5795
4. C 0.0006
5. C -0.0975
6. H -0.0886
7. H 0.4769
8. H -0.0298
9. H -0.0753
10. H 0.4348